DFT (ωB97M-V/def2-TZVPD) results for a structure of composition C6H18F4N2O11S4V in a non-equilibrium geometry.

```
46
Properties=species:S:1:pos:R:3:forces:R:3
V 0.016 0.107 -0.132 0.58 0.95 0.29
N -1.016 1.339 -1.454 -1.42 0.52 -1.49
S -0.873 2.861 -1.951 1.82 1.79 0.87
O -1.724 3.765 -1.274 -0.37 0.11 0.16
O -0.617 3.015 -3.338 -0.20 -0.38 -0.15
F 0.560 3.144 -1.260 -0.25 -0.40 -0.06
S -2.349 0.809 -2.305 0.47 -1.23 0.99
O -2.014 0.243 -3.542 0.43 -0.49 -0.84
O -3.456 1.662 -2.184 -0.69 0.76 0.18
F -2.640 -0.403 -1.335 0.09 -0.17 0.07
N 0.122 -1.957 0.162 0.04 -2.45 1.20
S 0.285 -2.869 1.529 0.06 1.49 1.36
O 1.445 -3.671 1.573 0.33 -0.20 -0.45
O -0.944 -3.356 2.018 -0.62 -0.19 0.05
F 0.624 -1.625 2.464 -0.02 0.00 -0.09
S -0.002 -3.076 -1.006 0.48 1.28 -3.10
O -1.083 -3.972 -0.921 -0.47 -0.33 0.72
O 1.267 -3.517 -1.461 0.23 -0.10 0.20
F -0.457 -2.008 -2.120 0.11 -0.18 0.43
C 1.832 1.132 3.419 -0.05 0.11 0.12
C 2.185 1.000 1.953 0.19 0.64 0.04
O 1.158 1.572 1.102 0.01 -0.49 0.01
H 1.425 2.124 3.635 -0.11 -0.01 -0.23
H 2.730 1.091 4.036 0.00 -0.40 -0.03
H 1.108 0.384 3.731 0.03 0.00 0.11
H 2.311 -0.022 1.603 -0.02 -0.10 0.23
H 3.122 1.532 1.774 -0.03 -0.04 -0.24
H 1.222 2.530 1.140 -0.17 0.08 -0.29
C -2.879 -0.669 3.041 0.28 -0.50 0.14
C -2.637 -0.298 1.598 -0.15 -0.19 0.48
O -1.395 0.447 1.482 -0.20 -0.52 -0.46
H -2.813 0.194 3.706 -0.28 0.05 -0.02
H -2.142 -1.401 3.376 0.14 0.13 -0.07
H -3.835 -1.182 3.141 -0.16 0.30 0.04
H -3.469 0.273 1.188 0.14 0.16 -0.11
H -2.519 -1.203 1.007 0.12 0.06 -0.10
H -1.493 1.288 1.937 0.11 0.12 -0.08
C 1.901 -0.226 -3.775 -0.22 -0.24 -0.47
C 2.278 0.624 -2.597 -0.43 -0.21 0.04
O 1.843 -0.022 -1.362 -0.21 0.25 0.23
H 2.418 -1.186 -3.775 0.12 0.07 -0.12
H 2.082 0.318 -4.704 0.33 -0.09 0.02
H 0.830 -0.438 -3.798 -0.02 0.09 0.29
H 1.762 1.577 -2.680 0.09 0.05 0.36
H 3.349 0.783 -2.488 0.04 0.13 -0.21
H 2.481 -0.712 -1.152 -0.15 -0.23 -0.02
```
Positions in Å, forces in eV/Å.

Calculated values
spin multiplicity	4
maximum force	3.4	eV/Å
total charge	0
Kohn-Sham gap (alpha / beta)	8.86 / 10.54	eV
E_tot	-4112.79918	hartree
lowest unoccupied orbital energy (alpha / beta)	-0.27 / -0.28	eV


DFT (ωB97M-V/def2-TZVPD) results for a structure of composition C6H18FNa3O8P2 in a non-equilibrium geometry.

```
38
Properties=species:S:1:pos:R:3:forces:R:3
Na 2.927 -2.733 1.844 -0.52 0.51 0.11
Na -0.010 -2.677 -0.513 -0.52 0.45 0.82
Na 3.420 -0.757 -1.221 -0.34 1.04 -0.27
F 1.617 -1.219 0.362 0.93 -1.38 -0.46
C -0.519 -0.391 3.113 0.32 0.21 -0.37
O -0.749 -1.693 3.662 0.24 -0.02 0.06
P -1.815 -2.634 2.988 -0.40 -0.12 0.61
O -1.585 -2.871 1.550 0.53 0.15 -1.15
O -1.699 -3.891 3.896 0.33 -0.12 0.08
C -2.314 -5.143 3.507 -0.83 0.52 -0.14
O -3.224 -2.052 3.344 -0.04 0.07 -0.12
C -4.057 -1.282 2.478 -0.43 0.56 -0.47
H 0.470 -0.073 3.435 -0.06 -0.01 0.19
H -1.252 0.341 3.445 -0.12 -0.17 0.14
H -0.496 -0.431 2.022 -0.11 -0.02 0.03
H -1.607 -5.926 3.745 -0.06 -0.15 -0.13
H -2.622 -5.101 2.461 0.54 -0.25 -0.15
H -3.259 -5.258 4.035 0.28 -0.06 0.44
H -4.521 -0.480 3.047 0.06 -0.17 0.26
H -4.844 -1.904 2.056 0.08 -0.13 0.06
H -3.514 -0.802 1.662 0.22 -0.25 0.04
C 2.603 5.017 -3.146 -0.48 0.16 0.22
O 3.296 3.773 -2.914 0.62 -0.07 -0.31
P 2.543 2.438 -2.689 -0.38 0.60 -0.20
O 3.439 1.269 -2.606 0.01 -0.85 0.42
O 1.714 2.739 -1.393 -0.35 0.25 0.29
C 0.445 2.155 -1.087 0.25 -0.54 -0.08
O 1.427 2.341 -3.804 0.14 -0.46 0.13
C 1.583 1.480 -4.945 0.42 -0.17 -0.42
H 2.424 5.491 -2.184 0.10 0.07 -0.01
H 1.643 4.845 -3.631 0.05 -0.09 -0.06
H 3.208 5.652 -3.783 0.23 -0.14 0.05
H 0.042 2.692 -0.237 -0.03 0.05 -0.01
H 0.612 1.106 -0.820 -0.18 0.04 0.14
H -0.227 2.199 -1.942 0.00 0.18 0.03
H 1.424 2.079 -5.837 -0.29 -0.06 0.01
H 0.891 0.643 -4.878 -0.26 0.22 -0.03
H 2.585 1.056 -5.022 0.06 0.18 0.25
```
Positions in Å, forces in eV/Å.

Calculated values
maximum force	1.7	eV/Å
total charge	+2
Kohn-Sham gap	8.30	eV
E_tot	-2110.63470	hartree
lowest unoccupied orbital energy	-7.56	eV


DFT (ωB97M-V/def2-TZVPD) results for a structure of composition C6H18FNaO8P2 in a non-equilibrium geometry.

```
36
Properties=species:S:1:pos:R:3:forces:R:3
Na -0.154 -0.665 2.871 0.07 -1.21 -0.33
F -0.584 -3.900 2.754 0.14 1.21 0.00
C -4.646 1.862 1.042 -0.48 0.34 0.70
O -4.164 1.805 -0.279 1.54 -1.08 -1.16
P -3.175 0.646 -0.909 -1.62 -0.09 -0.14
O -1.881 0.343 -0.215 -2.00 0.65 -1.13
O -3.111 1.194 -2.429 1.14 -0.18 0.56
C -4.310 1.327 -3.244 -0.18 -0.36 1.29
O -4.267 -0.578 -1.040 1.76 0.79 1.15
C -3.872 -1.904 -1.524 0.30 0.96 0.04
H -4.486 2.850 1.473 0.69 0.06 -0.14
H -4.204 1.104 1.689 -0.17 -0.04 -0.04
H -5.735 1.831 1.038 -0.04 -0.72 -0.15
H -5.079 1.184 -2.485 -0.76 0.21 -0.88
H -4.358 0.568 -4.025 0.24 -0.19 0.27
H -4.377 2.298 -3.735 0.34 0.08 0.44
H -4.122 -2.675 -0.795 -0.92 0.19 -0.29
H -2.795 -2.060 -1.596 0.16 0.64 -0.34
H -4.358 -1.855 -2.498 0.12 -1.27 0.09
C 2.875 -2.229 -0.206 -1.09 0.48 -0.77
O 3.715 -1.040 -0.365 0.65 0.16 1.64
P 3.995 -0.005 0.861 -1.13 -1.16 0.42
O 3.337 -0.414 2.184 1.53 1.06 -2.76
O 5.612 0.248 0.857 -1.10 -0.56 0.23
C 6.527 -0.797 1.376 -1.54 -0.54 -0.68
O 3.381 1.371 0.214 1.82 -2.72 0.79
C 3.175 2.383 1.161 -1.49 1.58 -0.01
H 3.223 -3.067 -0.810 0.80 0.24 0.30
H 1.937 -1.977 -0.702 -0.20 0.13 0.23
H 2.636 -2.537 0.812 0.52 0.29 0.06
H 7.253 -1.104 0.622 0.37 1.08 0.02
H 5.966 -1.730 1.419 -0.26 0.02 0.74
H 6.915 -0.501 2.351 0.05 -0.01 -0.36
H 3.702 2.359 2.115 0.58 -0.24 -0.40
H 2.118 2.366 1.426 -0.18 0.02 0.13
H 3.313 3.302 0.592 0.34 0.20 0.49
```
Positions in Å, forces in eV/Å.

Calculated values
maximum force	3.4	eV/Å
total charge	0
Kohn-Sham gap	6.10	eV
E_tot	-1786.29857	hartree
lowest unoccupied orbital energy	-1.07	eV


DFT (ωB97M-V/def2-TZVPD) results for a structure of composition C6H18InO8P2 in a non-equilibrium geometry.

```
35
Properties=species:S:1:pos:R:3:forces:R:3
In -1.378 -30.921 24.109 -0.46 -0.43 -0.43
C -7.030 -32.732 25.977 -0.18 -0.36 1.03
O -5.682 -32.509 25.464 0.37 -0.33 0.16
P -5.377 -32.016 24.042 -1.99 0.31 1.16
O -3.920 -31.909 23.787 1.53 -0.04 -0.67
O -6.230 -30.741 23.883 0.32 0.15 -0.70
C -6.430 -30.120 22.582 -0.10 1.12 -0.20
O -6.051 -33.034 23.037 0.80 -0.32 -0.61
C -5.705 -34.420 22.966 -0.13 -0.34 0.29
H -6.991 -33.628 26.604 0.19 -0.01 -0.31
H -7.746 -32.862 25.174 -0.07 0.25 -0.05
H -7.272 -31.926 26.678 -0.01 0.17 -0.45
H -7.445 -30.301 22.227 0.10 -0.29 0.10
H -5.675 -30.413 21.851 -0.10 -0.36 0.13
H -6.323 -29.041 22.721 -0.09 -0.18 0.22
H -5.057 -34.605 22.092 -0.15 0.26 -0.10
H -6.637 -34.975 22.810 0.03 0.07 -0.13
H -5.200 -34.762 23.868 -0.03 0.09 0.04
C -4.072 -32.159 20.058 -0.69 0.28 0.02
O -3.438 -33.374 20.509 -0.47 0.23 0.09
P -1.910 -33.373 20.865 -0.13 -1.20 -0.70
O -1.436 -32.291 21.722 0.20 1.34 0.98
O -1.188 -33.395 19.489 0.62 0.21 -0.07
C -1.408 -34.331 18.420 -0.34 0.10 -0.62
O -1.770 -34.821 21.422 -0.14 -0.04 0.30
C -0.554 -35.264 22.038 0.84 -0.35 0.50
H -3.932 -32.022 18.979 0.20 -0.10 0.08
H -3.734 -31.292 20.622 0.31 -0.07 -0.11
H -5.148 -32.271 20.210 0.06 -0.27 0.00
H -2.129 -35.098 18.693 0.08 -0.06 0.10
H -0.427 -34.735 18.139 -0.05 0.07 0.14
H -1.777 -33.769 17.548 0.14 -0.01 0.15
H -0.141 -36.116 21.487 -0.33 0.01 -0.10
H -0.783 -35.616 23.051 -0.16 -0.01 -0.15
H 0.204 -34.483 22.089 -0.16 0.11 -0.08
```
Positions in Å, forces in eV/Å.

Calculated values
maximum force	2.3	eV/Å
total charge	+3
Kohn-Sham gap	2.91	eV
E_tot	-1713.02460	hartree
lowest unoccupied orbital energy	-17.55	eV


DFT (ωB97M-V/def2-TZVPD) results for a cluster of 2 separate species, C6H18N2O in total in a non-equilibrium geometry.

```
27
Properties=species:S:1:pos:R:3:forces:R:3
C -1.969 -0.355 1.111 -1.53 1.07 3.72
C -1.066 0.488 2.132 1.26 -5.06 0.67
N 0.335 0.405 1.739 0.26 3.34 -0.15
C 1.008 1.558 1.000 -1.07 -4.37 0.22
C 1.987 1.004 -0.067 2.11 0.51 -1.02
C 1.952 -0.435 -0.804 -5.26 5.54 -0.55
C 0.426 -0.671 -1.213 1.37 -2.46 1.04
N -0.088 0.220 -2.197 1.53 0.09 -1.91
H -1.438 -1.221 0.809 -0.06 -1.11 0.35
H -1.995 0.271 0.288 -0.55 1.21 -2.05
H -3.069 -0.538 1.514 2.33 0.17 -0.87
H -1.400 1.442 2.296 -0.66 2.55 -0.11
H -1.070 0.028 3.173 -0.57 0.28 -1.11
H 0.797 -0.457 1.766 0.40 -1.11 0.12
H 0.099 2.045 0.691 0.33 0.98 -0.96
H 1.651 2.152 1.599 0.02 0.86 1.03
H 3.065 1.121 0.277 -1.22 -0.40 0.39
H 2.050 1.776 -0.802 -0.40 0.61 -1.02
H 2.450 -0.925 -0.086 1.40 -3.37 1.72
H 2.342 -0.334 -1.796 1.29 -0.11 -0.13
H 0.441 -1.714 -1.497 0.46 -0.64 -1.48
H -0.367 -0.926 -0.492 0.98 1.57 0.32
H 0.480 0.720 -2.932 -0.82 -1.12 1.67
H -0.901 0.677 -1.926 -1.17 1.19 0.32
O -1.896 -2.455 -1.315 0.27 -0.23 -0.57
H -1.316 -2.148 -2.032 -0.17 -0.28 0.17
H -2.506 -1.727 -1.235 -0.52 0.26 0.18
```
Positions in Å, forces in eV/Å.

Calculated values
maximum force	7.7	eV/Å
total charge	0
Kohn-Sham gap	8.73	eV
E_tot	-424.02133	hartree
lowest unoccupied orbital energy	0.89	eV


DFT (ωB97M-V/def2-TZVPD) results for a cluster of 3 separate species, C6H18N3S in total in a non-equilibrium geometry.

```
28
Properties=species:S:1:pos:R:3:forces:R:3
C 0.394 1.440 2.052 -0.90 2.30 -1.63
C 0.437 0.809 -1.731 0.73 3.59 0.98
C -4.501 0.126 0.181 -3.44 -0.24 3.27
C 2.894 -1.584 -0.919 -2.30 -1.11 0.80
C 0.288 1.504 0.549 -0.60 -0.68 -0.61
C -2.064 0.049 -0.310 -0.38 0.07 1.00
N 0.857 0.749 -0.329 -0.12 0.70 1.03
N -3.224 0.610 -0.045 1.97 2.76 -2.46
N 2.795 -0.970 0.383 0.10 -1.70 3.70
S -1.868 -1.651 0.097 0.60 0.88 -0.24
H -0.548 1.775 2.519 0.56 -0.09 -0.31
H 1.232 1.976 2.443 0.43 0.99 0.08
H 0.616 0.494 2.318 0.36 -3.46 0.94
H 0.399 -0.145 -2.117 -0.80 -1.96 -0.83
H -0.465 1.468 -1.747 0.51 -1.25 -0.44
H 1.215 1.350 -2.281 0.04 -0.14 0.00
H -4.952 0.853 1.051 0.61 -2.06 -2.08
H -5.154 0.181 -0.699 0.21 0.14 0.16
H -4.521 -0.939 0.540 0.17 1.08 -0.18
H 3.397 -0.888 -1.498 0.96 0.90 -1.64
H 3.292 -2.559 -0.944 1.17 -1.01 0.01
H 1.878 -1.756 -1.271 -0.17 0.26 -0.49
H -0.457 2.136 0.082 -0.03 0.42 0.42
H 1.619 0.075 -0.012 -0.06 0.02 0.18
H -3.289 1.639 -0.368 0.44 -2.13 0.78
H 2.686 -1.653 1.267 0.07 1.65 -2.93
H 3.701 -0.580 0.546 0.55 0.58 0.49
H -0.511 -1.481 -0.014 -0.68 -0.51 0.00
```
Positions in Å, forces in eV/Å.

Calculated values
maximum force	4.7	eV/Å
total charge	+1
Kohn-Sham gap	8.47	eV
E_tot	-801.50593	hartree
lowest unoccupied orbital energy	-3.19	eV


DFT (ωB97M-V/def2-TZVPD) results for a cluster of 2 separate species, C6H18N3Si in total in a non-equilibrium geometry.

```
28
Properties=species:S:1:pos:R:3:forces:R:3
C -0.694 -0.092 -0.571 -0.20 0.42 0.50
C -0.921 -2.447 -0.735 -0.71 -0.69 1.75
C -2.195 -1.224 0.975 -0.95 -0.06 -0.05
C -0.112 2.218 -0.863 -0.86 1.65 -0.35
C -2.020 1.727 0.602 0.56 -2.13 -1.08
C 3.695 0.232 -0.713 0.07 -0.76 -1.45
N -1.217 -1.202 -0.095 -1.64 1.66 -0.24
N -0.985 1.180 -0.385 -1.83 0.88 1.92
N 1.306 -0.398 1.044 0.21 0.02 -0.32
Si 2.898 -0.351 0.870 -0.29 0.38 0.99
H 0.030 -2.272 -1.108 1.81 -0.45 -1.40
H -0.814 -3.204 0.094 -0.39 0.38 -1.17
H -1.697 -2.645 -1.477 0.32 -0.54 0.10
H -2.621 -0.195 1.047 1.04 -1.51 1.38
H -3.132 -1.780 0.786 0.64 -0.28 -0.73
H -1.695 -1.819 1.771 -0.58 1.22 0.37
H 0.432 2.744 -0.102 -0.11 0.06 1.16
H 0.670 1.737 -1.351 1.20 -0.46 -1.78
H -0.656 3.062 -1.416 0.66 -1.67 0.28
H -1.972 2.785 0.554 -0.56 0.96 -0.77
H -3.002 1.222 0.294 1.22 1.59 0.96
H -1.622 1.558 1.614 -0.68 -0.59 -0.16
H 4.239 -0.657 -1.088 0.68 0.27 0.69
H 3.088 0.276 -1.651 -0.39 0.63 1.12
H 4.381 1.108 -0.699 -0.44 -0.73 0.29
H 0.669 -0.707 1.778 0.85 0.10 -0.15
H 3.824 -0.656 2.051 -0.30 0.14 -0.97
H 0.123 -0.196 -1.227 0.64 -0.51 -0.87
```
Positions in Å, forces in eV/Å.

Calculated values
maximum force	2.8	eV/Å
total charge	+1
Kohn-Sham gap	10.09	eV
E_tot	-692.84723	hartree
lowest unoccupied orbital energy	-2.64	eV


DFT (ωB97M-V/def2-TZVPD) results for a structure of composition C6H18N8O10Pb in a non-equilibrium geometry.

```
43
Properties=species:S:1:pos:R:3:forces:R:3
Pb 0.611 0.566 -0.197 1.49 -1.14 0.12
O 2.337 -1.596 -4.114 -0.49 -0.44 0.25
C 2.638 -0.694 -3.125 1.68 2.92 0.75
O 1.749 -0.550 -2.207 -1.06 -0.76 -0.28
O 3.663 -0.012 -3.224 -0.93 -1.29 -0.35
H 1.464 -1.893 -3.821 0.09 -0.20 -0.46
O 3.763 -1.045 2.460 -1.11 -0.19 0.01
C 2.873 -0.431 1.622 0.77 2.52 -2.36
O 3.275 0.035 0.527 -0.04 -1.12 0.92
O 1.694 -0.204 2.013 -1.13 -0.88 1.17
H 3.170 -1.325 3.175 0.45 -0.08 0.14
C 0.772 3.680 1.648 -1.19 -0.59 -0.16
O 1.137 2.593 1.213 0.08 0.97 0.40
N 0.079 4.615 0.917 0.29 0.68 0.39
N 0.827 4.010 2.969 0.78 -0.26 0.70
H 0.265 5.564 1.194 -0.30 0.12 -0.18
H -0.209 4.488 -0.035 0.42 -0.40 -0.10
H 1.361 3.450 3.614 0.12 -0.26 -0.42
H 0.470 4.849 3.382 -0.24 0.22 -0.44
C -2.021 0.353 2.281 0.39 0.31 0.80
O -1.639 0.598 1.141 -0.47 0.00 0.18
N -1.160 -0.072 3.271 -0.23 0.28 -1.34
N -3.306 0.538 2.708 0.08 -0.08 -0.36
H -0.202 0.116 2.983 0.27 -0.46 0.56
H -1.460 0.065 4.216 0.34 0.06 0.24
H -4.003 0.891 2.080 0.06 -0.07 -0.08
H -3.558 0.301 3.645 -0.19 -0.02 0.06
C 0.158 -2.978 -0.154 -1.23 0.27 -1.41
O -0.115 -1.880 0.347 0.43 -0.26 0.16
N -0.126 -4.146 0.475 0.28 0.76 1.32
N 0.521 -3.111 -1.449 -0.08 -0.20 -0.06
H -0.441 -3.989 1.420 0.01 -0.54 -0.08
H -0.172 -5.037 0.031 0.01 -0.12 -0.07
H 0.539 -2.286 -2.027 0.62 0.35 0.26
H 0.916 -3.965 -1.790 0.09 -0.02 -0.07
C -1.777 -0.036 -2.926 -0.35 0.60 -0.49
O -1.422 0.411 -1.838 -0.02 -0.04 -0.64
N -2.914 -0.770 -3.052 -0.16 -0.31 -0.05
N -1.169 0.237 -4.127 0.20 -0.06 1.44
H -3.106 -1.280 -3.892 -0.18 0.00 -0.01
H -3.568 -0.802 -2.292 0.18 -0.15 0.14
H -0.333 0.794 -4.072 0.13 -0.20 -0.32
H -1.579 -0.055 -4.988 0.13 0.11 -0.26
```
Positions in Å, forces in eV/Å.

Calculated values
maximum force	3.5	eV/Å
total charge	0
Kohn-Sham gap	7.86	eV
E_tot	-1622.98309	hartree
lowest unoccupied orbital energy	0.24	eV


- Which value of maximum force does entry 7 give?
  2.8 eV/Å


- The lowest E_tot belongs to which entry?
  C6H18F4N2O11S4V